Entry 1:
15
Properties=species:S:1:pos:R:3:mulliken_charge:R:1 method="wB97M-V/def2-TZVPD" largest_force_ev_per_a=0.993 e_tot_ha=-270.73470 relative_energy_kj_mol=97.5
C -4.50 -1.14 -1.02 -0.4696
O -5.25 -2.16 -0.38 -0.5032
H -3.65 -1.57 -1.56 0.2207
H -4.10 -0.49 -0.24 0.2027
H -5.10 -0.49 -1.64 0.2455
H -6.00 -2.44 -0.92 0.3039
C 3.13 1.18 1.17 -0.1812
O 4.55 1.43 1.11 -0.5292
C 2.74 0.29 0.01 -0.9158
H 2.59 2.12 1.08 0.2729
H 2.93 0.77 2.15 0.2218
H 4.74 2.37 1.10 0.2947
H 1.71 0.52 -0.29 0.2932
H 2.75 -0.78 0.22 0.2528
H 3.46 0.39 -0.80 0.2908

Entry 2:
16
Properties=species:S:1:pos:R:3:mulliken_charge:R:1 method="wB97M-V/def2-TZVPD" largest_force_ev_per_a=5.584 e_tot_ha=-668.88821 relative_energy_kj_mol=162.9
C -2.21 1.40 -0.38 -0.5152
O -3.08 0.46 0.26 -0.4806
C -1.33 0.80 -1.53 -0.6904
C -0.17 0.11 -0.87 -0.6277
S 1.50 0.48 -1.51 -0.2058
H -1.54 1.86 0.44 0.2929
H -2.86 2.20 -0.72 0.2994
H -3.13 -0.28 -0.42 0.3268
H -0.97 1.57 -2.14 0.3914
H -2.03 0.43 -2.25 0.5007
H -0.08 0.39 0.27 0.2909
H -0.23 -1.03 -1.02 0.3015
H 1.04 -0.07 -2.68 0.1161
H 3.51 -2.31 4.36 0.3045
H 3.72 -3.75 4.21 0.3353
O 3.18 -3.03 4.85 -0.6398

Entry 3:
17
Properties=species:S:1:pos:R:3:mulliken_charge:R:1 method="wB97M-V/def2-TZVPD" largest_force_ev_per_a=4.462 e_tot_ha=-1067.08905 relative_energy_kj_mol=150.4
C 0.36 0.91 1.58 -0.4633
C -0.98 0.42 0.98 -0.3771
O -0.75 -0.28 -0.26 -0.4058
C 1.63 0.80 0.77 -0.6806
S 1.93 -0.99 0.55 -0.1342
S 1.88 -1.25 -1.50 -0.1856
H 0.51 0.38 2.61 0.2322
H 0.21 1.96 1.76 0.3265
H -1.59 -0.19 1.68 0.2492
H -1.55 1.41 0.90 0.2574
H -0.59 -1.16 0.02 0.2923
H 2.57 1.11 1.28 0.3086
H 1.60 1.08 -0.19 0.4619
H 1.10 -2.29 -1.68 0.1051
H -2.31 -0.43 -3.67 0.3030
H -1.74 -1.07 -2.20 0.3135
O -2.28 -0.41 -2.64 -0.6032

Entry 4:
16
Properties=species:S:1:pos:R:3:mulliken_charge:R:1 method="wB97M-V/def2-TZVPD" largest_force_ev_per_a=1.518 e_tot_ha=-345.97427 relative_energy_kj_mol=105.5
C 1.26 1.10 -1.39 -1.0347
C -0.21 0.80 -1.38 0.0231
C -0.61 -0.39 -0.97 -0.3555
O -1.87 -0.90 -1.09 -0.4994
H 1.57 1.57 -2.32 0.3706
H 1.86 0.23 -1.18 0.2645
H 1.52 1.79 -0.58 0.2476
H -0.91 1.62 -1.47 0.3418
H 0.03 -0.99 -0.33 0.2685
H -1.84 -1.85 -0.97 0.3658
H -2.02 -0.22 1.50 0.3282
H -2.86 -1.26 2.19 0.3071
O -2.07 -0.73 2.32 -0.6366
H 2.73 -0.51 1.61 0.3038
H 1.61 -0.04 2.50 0.2883
O 1.80 -0.22 1.57 -0.5832

Entry 5:
16
Properties=species:S:1:pos:R:3:mulliken_charge:R:1 method="wB97M-V/def2-TZVPD" largest_force_ev_per_a=4.122 e_tot_ha=-345.96497 relative_energy_kj_mol=129.9
C 0.74 -1.01 -1.41 -0.8590
C 1.20 -0.39 -0.33 0.5073
O 0.22 0.46 0.17 -0.6303
C 2.55 -0.59 0.20 -0.8656
H 1.09 -1.94 -1.82 0.2922
H -0.20 -0.70 -1.84 0.2886
H -0.49 -0.02 0.68 0.4589
H 2.98 -1.40 -0.44 0.2721
H 3.17 0.32 -0.15 0.2349
H 2.44 -0.73 1.25 0.2986
H -1.21 1.50 -0.77 0.3814
H -1.83 2.84 -0.92 0.3148
O -2.12 1.92 -0.75 -0.6504
H -1.80 -1.61 1.86 0.3237
H -2.53 -0.35 1.73 0.3044
O -1.67 -0.63 1.79 -0.6716

Entry 6:
17
Properties=species:S:1:pos:R:3:mulliken_charge:R:1 method="wB97M-V/def2-TZVPD" largest_force_ev_per_a=0.938 e_tot_ha=-744.17849 relative_energy_kj_mol=61.6
O 1.87 0.98 0.65 -0.4694
C 2.60 0.16 0.15 0.0770
C 2.42 -1.32 0.35 -0.5556
C 1.16 -1.68 1.12 -0.6177
S -0.32 -1.13 0.24 -0.1935
H 3.47 0.46 -0.46 0.3505
H 3.32 -1.71 0.80 0.3296
H 2.41 -1.82 -0.63 0.2834
H 1.15 -2.77 1.20 0.3812
H 1.19 -1.27 2.12 0.3002
H -0.92 -2.32 0.12 0.1145
H -1.77 4.91 3.73 0.3205
H -2.39 3.51 4.30 0.3212
O -2.32 4.14 3.57 -0.6418
H -4.04 0.09 -4.98 0.3233
H -3.51 -0.13 -6.41 0.3194
O -4.32 -0.09 -5.89 -0.6427